Here is one molecule with the formula C7H8BrFN2O3 from OMol25. Energies are from ωB97M-V/def2-TZVPD.

Cartesian coordinates (Å):
C 3.42505 -1.71611 0.07922
C 0.97020 -2.29664 0.07004
C -1.20347 0.75563 0.10837
C -0.80272 -0.58714 -0.40637
C -0.21241 1.75076 -0.50828
C 3.19168 -0.30010 0.41566
C 1.42059 0.14129 -0.61861
N 2.34480 -2.51336 -0.06702
N 0.57136 -0.90911 -0.12486
O 4.53949 -2.15278 -0.04337
O 0.15176 -3.12609 0.40077
O 1.10452 1.34953 -0.13592
F 1.62927 0.10811 -1.93471
Br 4.51366 0.96028 -0.01554
H -2.24803 0.87127 -0.16445
H -1.31098 0.88789 1.20342
H -1.43931 -1.30960 -0.01301
H -1.00307 -0.82592 -1.57079
H -0.35217 1.56904 -1.66651
H -0.42263 2.71596 -0.31357
H 2.71337 -0.14601 1.38808
H 2.54335 -3.54851 -0.06383

LUMO = 0.38 eV
ΔE to the lowest compared entry with this formula, charge and spin = 153.4 kJ/mol
HOMO-LUMO gap = 9.81 eV
electronic energy = -3280.60409 Ha
strongest force on any atom = 5.715 eV/Å
HOMO = -9.431 eV
multiplicity = 1